No. 1
Below is a 4-piece molecular cluster, C21H44BF7O2S overall, with properties calculated with ωB97M-V/def2-TZVPD.

Geometry as XYZ:
```
76
Properties=species:S:1:pos:R:3:forces:R:3
B 1.493851 -4.565377 -0.856694 0.2 0.0 -0.2
S 1.002643 -5.980044 0.299922 -0.5 0.2 0.1
O 0.497062 -6.993923 -0.593889 0.1 0.1 0.0
O 0.233496 -5.559233 1.438706 0.2 -0.1 -0.1
C 2.611879 -6.647067 0.992537 0.2 -0.2 -0.2
F 3.253441 -7.289379 -0.007900 -0.1 0.1 0.4
F 2.285013 -7.530611 1.951624 0.1 0.3 -0.3
C 3.539315 -5.514741 1.528991 0.0 0.1 -0.1
F 2.791683 -4.521300 2.062894 0.2 -0.3 -0.1
F 4.204734 -4.998280 0.459913 -0.3 -0.1 0.3
C 4.593896 -5.951057 2.578900 -0.1 0.0 -0.1
F 4.028970 -6.488998 3.648132 -0.2 0.0 0.1
F 5.420910 -6.834973 2.036385 0.1 -0.2 -0.2
F 5.288230 -4.887603 2.952427 0.2 0.3 0.1
H 1.038109 -3.491648 -0.686760 -0.2 -0.1 0.0
H 2.194124 -4.873306 -1.752984 0.1 0.0 0.1
C 3.513429 -1.994184 -2.889880 0.0 0.1 0.1
C 2.518685 -0.921523 -2.456671 0.0 -0.1 0.0
C 1.310220 -0.801469 -3.383310 0.0 0.0 0.0
C 1.638384 -0.402110 -4.822914 0.0 0.0 0.0
C 2.399361 0.916084 -4.958845 -0.1 0.0 0.0
C 1.634687 2.110384 -4.397089 0.1 0.0 0.0
H 3.947030 -1.776067 -3.866574 0.0 0.0 0.0
H 4.336615 -2.072647 -2.177563 0.0 0.0 0.0
H 3.028372 -2.969151 -2.953136 0.0 0.0 0.0
H 3.029867 0.041358 -2.376878 0.0 0.0 0.0
H 2.159202 -1.152920 -1.449573 0.0 0.0 0.0
H 0.608577 -0.079645 -2.957294 0.0 0.0 0.0
H 0.779067 -1.759499 -3.401125 0.0 0.0 0.0
H 0.699827 -0.327346 -5.381027 0.0 0.0 0.0
H 2.212043 -1.197724 -5.306279 0.0 0.0 0.0
H 2.609104 1.087944 -6.017537 0.0 0.0 0.0
H 3.372784 0.841475 -4.466225 0.0 0.0 0.0
H 0.669487 2.220420 -4.896250 0.0 0.0 0.0
H 2.192402 3.036893 -4.538695 0.0 0.0 0.0
H 1.448235 2.000634 -3.327139 0.0 0.0 0.0
C -3.511746 5.495380 -0.846400 0.0 -0.1 0.0
C -3.535623 4.054383 -0.345266 0.0 0.1 0.0
C -2.145533 3.444187 -0.178968 0.0 0.0 0.0
C -1.325417 3.341853 -1.465474 0.0 0.0 0.0
C -1.988638 2.542313 -2.585263 0.1 -0.1 0.0
C -2.258718 1.087514 -2.212104 0.0 0.0 0.0
H -3.063409 5.571328 -1.838238 0.0 0.0 0.0
H -4.521624 5.902294 -0.912092 0.0 0.0 0.0
H -2.938570 6.132199 -0.169043 0.0 0.0 0.0
H -4.139340 3.442371 -1.021060 0.0 0.0 0.0
H -4.041446 4.023831 0.623228 0.0 0.0 0.0
H -2.246106 2.451115 0.269103 0.0 0.0 0.0
H -1.581683 4.041754 0.545241 0.0 0.0 0.0
H -0.362864 2.877989 -1.224696 0.0 0.0 0.0
H -1.090421 4.344217 -1.834042 0.0 0.0 0.0
H -1.334420 2.568735 -3.460654 0.0 0.0 0.0
H -2.923448 3.019949 -2.890960 0.0 0.0 0.0
H -1.333114 0.580906 -1.929341 0.0 0.0 0.0
H -2.694887 0.542703 -3.050692 0.0 0.0 0.0
H -2.952394 1.007341 -1.373743 0.0 0.0 0.0
C -1.061921 -0.495485 5.470338 -0.1 0.0 0.0
C -1.818192 -0.133878 4.195668 0.1 0.0 0.0
C -1.211129 1.047547 3.440624 0.0 0.0 0.0
C -1.183253 2.363925 4.219712 0.0 0.0 0.0
C -2.546412 2.846943 4.714339 0.0 0.0 -0.1
C -3.536081 3.108536 3.583855 0.0 0.0 0.1
H -1.070852 0.323384 6.191320 0.0 0.0 0.0
H -1.508525 -1.364059 5.955761 0.0 0.0 0.0
H -0.020019 -0.736011 5.248324 0.0 0.0 0.0
H -2.863819 0.074714 4.438505 0.0 0.0 0.0
H -1.830252 -1.000959 3.530313 0.0 0.0 0.0
H -1.758385 1.189039 2.504084 0.0 0.0 0.0
H -0.185665 0.794171 3.152635 0.0 0.0 0.0
H -0.748684 3.135831 3.576103 0.0 0.0 0.0
H -0.507531 2.270858 5.074327 0.0 0.0 0.0
H -2.400418 3.768726 5.283429 0.0 0.0 0.0
H -2.972622 2.123363 5.414527 0.0 0.0 0.0
H -3.137073 3.851176 2.889020 0.0 0.0 0.0
H -4.483459 3.486111 3.971149 0.0 0.0 0.0
H -3.751035 2.200342 3.018235 0.0 0.0 0.0
```
Positions in Å, forces in eV/Å.

For the gap between HOMO and LUMO, the calculation gives 0.335 hartree. As for the spin multiplicity: 1. Its structure (SMILES) is BS(=O)(=O)C(F)(F)C(F)(F)C(F)(F)F.CCCCCC.CCCCCC.CCCCCC. For the LUMO energy, the calculation gives -1.819 eV.

These are the Mulliken partial charges, in e, on atoms 1 to 2:
1. B 0.3715
2. S 1.0125

No. 2
Below is a 2-piece molecular cluster, C2H5B overall, with properties calculated with ωB97M-V/def2-TZVPD.

Geometry as XYZ:
```
8
Properties=species:S:1:pos:R:3:forces:R:3
B -0.757317 0.086863 -0.805471 -2.6 -1.3 -1.2
C -0.458963 0.039871 0.756570 3.5 -3.2 -5.0
C 0.641679 0.325797 -0.269969 3.2 0.2 3.0
H -1.282499 -0.374349 -1.799416 0.2 0.4 0.9
H -0.629734 0.670569 1.501688 -1.1 2.6 3.0
H -0.218431 -1.505094 1.404721 -0.4 1.8 -0.9
H 1.422076 -0.503363 -0.411075 -1.4 0.2 -0.3
H 1.283188 1.259706 -0.377049 -1.4 -0.6 0.4
```
Positions in Å, forces in eV/Å.

For the gap between HOMO and LUMO (alpha / beta), the calculation gives 0.273 / 0.288 hartree. As for the spin multiplicity: 3. For the LUMO energy (alpha / beta), the calculation gives 0.788 / -3.072 eV.

These are the Mulliken partial charges, in e, on atoms 1 to 2:
1. B 0.1678
2. C -0.6398

No. 3
Below is C3H4N2O2 in the gas phase, with properties calculated with ωB97M-V/def2-TZVPD.

Geometry as XYZ:
```
11
Properties=species:S:1:pos:R:3:forces:R:3
C -1.373648 -0.756292 -0.038404 -1.0 -0.3 0.2
C 1.044189 0.364583 -0.318104 2.6 -2.0 2.0
C -0.415498 0.350245 0.040685 0.0 -2.8 -2.5
O -0.590946 1.584744 -0.601009 -1.1 0.3 2.5
O 2.247522 -0.298147 -0.383215 -0.3 0.1 -1.5
N 0.737365 1.765237 -0.083694 2.3 0.7 0.2
N 0.647944 0.540579 1.033440 -2.5 3.5 -0.8
H 2.591983 -0.408129 0.518161 -0.3 0.2 -0.2
H -2.288428 -0.505827 0.507509 0.1 -0.1 0.0
H -1.641172 -0.969872 -1.076924 0.1 0.1 0.1
H -0.959311 -1.667119 0.401554 0.1 0.2 0.0
```
Positions in Å, forces in eV/Å.

For the gap between HOMO and LUMO, the calculation gives 0.404 hartree. As for the spin multiplicity: 1. For the LUMO energy, the calculation gives 0.726 eV.

These are the Mulliken partial charges, in e, on atoms 1 to 2:
1. C -1.1700
2. C 0.5334

No. 4
Below is AgH16O12P as an isolated structure, with properties calculated with ωB97M-V/def2-TZVPD.

Geometry as XYZ:
```
30
Properties=species:S:1:pos:R:3:forces:R:3
Ag 0.109064 0.031682 -0.253226 -1.3 0.2 -5.1
P 0.647834 -0.624422 2.348892 2.4 -2.9 7.5
O 1.249129 0.702534 1.547456 3.3 9.3 3.8
O 1.454064 -1.056197 1.230398 13.2 -9.8 -5.9
O -0.307826 0.441386 1.960631 -6.8 12.2 4.2
O -0.359920 -1.281271 1.429126 -9.5 -11.0 -1.0
O 2.160800 1.324796 -0.587434 0.3 0.5 0.1
H 1.761795 1.024317 0.323243 1.3 1.1 -1.0
H 2.489560 0.482277 -0.891790 0.4 -0.4 -0.6
O -0.484117 -0.542243 -2.556357 -0.9 -0.3 -0.5
H 0.031786 0.196943 -2.856893 0.4 0.8 -0.1
H -0.050291 -1.314644 -2.919979 0.3 -0.2 0.3
O -0.332145 -2.864562 -0.556482 -0.5 -1.2 -1.4
H -1.152610 -2.675714 -1.057188 0.9 0.4 0.8
H -0.184999 -2.181811 0.170690 -0.4 -0.6 0.3
O -0.460891 2.596261 -1.392979 -1.4 0.0 -1.1
H -0.905008 2.151815 -0.643073 -0.3 0.1 -0.2
H 0.381879 2.854934 -1.080018 1.5 0.2 0.7
O 1.975226 -1.487704 -1.096259 1.3 -0.1 -2.0
H 1.867074 -1.210361 -0.130499 0.0 -1.3 0.4
H 1.480235 -2.296590 -1.303966 0.0 0.5 0.9
O -2.532829 -1.330889 0.429646 -1.0 -0.9 -0.2
H -2.653610 -2.285839 0.361023 -0.1 0.3 0.0
H -1.622461 -1.287477 0.952412 -0.3 -0.1 0.5
O 0.457450 3.081503 1.573743 -0.2 1.0 -0.1
H -0.494619 2.969102 1.538353 -0.2 0.1 0.0
H 0.779392 2.143723 1.633910 0.3 0.6 0.3
O -1.859522 1.174400 0.383343 -0.4 1.7 0.4
H -2.237016 0.307355 0.278170 -1.1 -0.6 -0.5
H -1.207421 0.956698 1.165109 -1.2 0.6 -0.5
```
Positions in Å, forces in eV/Å.

For the gap between HOMO and LUMO, the calculation gives 0.190 hartree. As for the total charge: -2. As for the spin multiplicity: 1. For the LUMO energy, the calculation gives 5.430 eV.

These are the Mulliken partial charges, in e, on atoms 1 to 2:
1. Ag 0.7261
2. P -2.0768

| no. | maximum force (hartree/bohr) |
| --- | --- |
| 1 | 0.0099 |
| 2 | 0.1343 |
| 3 | 0.0846 |
| 4 | 0.3398 |